1.
# C18H28AsBN6PtS4

A structure of composition C18H28AsBN6PtS4 in a non-equilibrium geometry (ωB97M-V with the def2-TZVPD basis set, the OMol25 dataset).

```
59
C18H28AsBN6PtS4, DFT ωB97M-V with the def2-TZVPD basis set
Pt -0.42 0.17 -0.19
C -1.07 1.74 3.30
C 0.36 2.13 2.94
C 1.00 2.97 4.04
C 1.17 0.90 2.64
C 2.24 0.37 3.36
C 2.62 -0.75 2.66
N 1.81 -0.88 1.59
N 0.93 0.13 1.58
B 1.88 -2.01 0.56
N 2.39 -1.48 -0.77
C 3.46 -1.93 -1.46
C 3.63 -1.12 -2.56
C 2.59 -0.17 -2.46
N 1.87 -0.41 -1.38
C 2.32 0.91 -3.46
C 1.56 0.29 -4.64
C 1.51 2.06 -2.87
N 0.49 -2.65 0.47
C 0.25 -3.94 0.74
C -1.11 -4.14 0.74
C -1.66 -2.88 0.46
N -0.67 -2.01 0.29
C -3.15 -2.63 0.45
C -3.55 -1.18 0.19
C -3.73 -3.05 1.80
H -1.69 2.62 3.42
H -1.09 1.15 4.22
H -1.49 1.15 2.49
H 0.32 2.73 2.02
H 1.01 2.43 4.99
H 0.44 3.89 4.17
H 2.03 3.23 3.79
H 2.69 0.74 4.26
H 3.40 -1.47 2.84
H 2.64 -2.84 0.96
H 4.01 -2.79 -1.12
H 4.38 -1.18 -3.32
H 3.29 1.28 -3.81
H 0.62 -0.12 -4.26
H 2.14 -0.51 -5.10
H 1.33 1.05 -5.38
H 0.52 1.70 -2.59
H 1.39 2.86 -3.60
H 1.98 2.46 -1.98
H 1.06 -4.62 0.93
H -1.63 -5.06 0.91
H -3.58 -3.28 -0.32
H -3.03 -0.51 0.88
H -4.62 -1.05 0.34
H -3.31 -0.88 -0.82
H -3.34 -2.41 2.59
H -3.49 -4.09 2.05
H -4.82 -2.95 1.77
S -2.65 4.45 -2.30
As -2.59 2.55 -1.28
S -1.49 -0.03 -2.17
S -0.61 2.47 -0.23
S -4.09 2.72 0.27
```

The charge is -2. For the HOMO energy (alpha / beta), the calculation gives -1.184 / -1.180 eV. The value obtained for the LUMO energy (alpha / beta) is 4.392 / 4.392 eV.

2.
# C18H28Cl2N2O5Tc

A structure of composition C18H28Cl2N2O5Tc in a non-equilibrium geometry (ωB97M-V with the def2-TZVPD basis set, the OMol25 dataset).

```
56
C18H28Cl2N2O5Tc, DFT ωB97M-V with the def2-TZVPD basis set
C -0.84 1.14 -3.15
C -1.67 0.01 -2.99
C -0.91 -1.08 -2.55
C -3.12 -0.03 -3.33
C 0.49 -0.65 -2.42
C 0.54 0.74 -2.92
C 1.72 1.33 -3.60
C -1.26 2.44 -3.71
C -1.38 -2.46 -2.45
C 1.65 -1.58 -2.52
Tc 0.57 0.81 -0.86
Cl -2.40 0.74 0.04
Cl -0.24 3.05 -0.57
O 2.45 0.81 -0.37
H -3.57 0.95 -3.12
H -3.63 -0.80 -2.73
H -3.33 -0.26 -4.39
H -2.42 -2.47 -2.08
H -0.74 -3.02 -1.75
H -1.38 -3.02 -3.40
H 1.53 -2.40 -1.80
H 2.59 -1.05 -2.33
H 1.69 -2.00 -3.53
H 2.63 0.74 -3.40
H 1.88 2.36 -3.22
H 1.55 1.38 -4.68
H -2.18 2.79 -3.21
H -1.49 2.36 -4.78
H -0.46 3.17 -3.60
H 2.67 0.09 0.29
O 1.61 2.91 -1.45
H 2.32 2.66 -0.79
C -2.17 0.02 3.68
C -0.80 0.28 4.27
C 0.34 -0.44 3.52
C 1.70 -0.25 4.25
C 2.04 1.20 4.53
C 0.05 -1.95 3.47
O -0.23 -2.61 4.47
N 0.15 -2.60 2.26
C 0.37 -2.03 1.00
O 0.44 -2.82 0.04
N 0.51 -0.67 0.94
C 0.46 0.09 2.06
O 0.59 1.35 1.85
H -2.20 0.30 2.61
H -2.92 0.63 4.22
H -2.48 -1.03 3.78
H -0.58 1.35 4.24
H -0.78 -0.06 5.32
H 1.68 -0.83 5.19
H 2.48 -0.70 3.60
H 1.54 1.57 5.43
H 3.12 1.29 4.69
H 1.76 1.83 3.67
H 0.06 -3.59 2.27
```

The charge is -2. For the HOMO energy (alpha / beta), the calculation gives 0.174 / -0.180 eV. As for the spin multiplicity: 4. The value obtained for the LUMO energy (alpha / beta) is 4.914 / 4.913 eV. Its expectation value of S² is 3.806.

3.
# C18H28F5N4RuS5Sb2

A structure of composition C18H28F5N4RuS5Sb2 in a non-equilibrium geometry (ωB97M-V with the def2-TZVPD basis set, the OMol25 dataset).

```
63
C18H28F5N4RuS5Sb2, DFT ωB97M-V with the def2-TZVPD basis set
Ru 0.38 1.69 0.33
N -2.87 2.01 3.62
C -2.04 1.85 2.51
S -0.34 1.76 2.84
N -2.61 1.73 1.36
N -1.79 1.58 0.30
C -2.38 1.29 -0.86
C -1.61 1.22 -2.01
C -2.15 0.90 -3.28
C -1.34 0.91 -4.39
C 0.02 1.26 -4.24
C 0.49 1.55 -2.98
N -0.27 1.52 -1.89
H -2.42 2.51 4.36
H -3.76 2.40 3.36
H -3.45 1.14 -0.87
H -3.20 0.65 -3.35
H -1.74 0.67 -5.37
H 0.68 1.29 -5.10
H 1.52 1.83 -2.84
S 5.74 3.89 -0.08
Sb 4.02 4.13 1.47
S 2.78 1.39 -0.75
S 2.64 1.85 1.17
S 5.08 3.46 3.45
F 1.35 4.15 -0.73
C 0.34 3.73 0.11
F 0.56 4.40 1.29
C -0.88 4.48 -0.45
F -1.99 4.27 0.28
F -0.69 5.82 -0.46
F -1.16 4.13 -1.72
C 1.90 -3.67 1.14
C 1.96 -2.20 1.52
C 3.36 -1.67 1.23
Sb 0.36 -0.96 0.60
C -1.30 -1.70 1.87
C -2.63 -1.62 1.12
C -1.10 -3.08 2.48
C 0.02 -2.00 -1.32
C 1.26 -1.83 -2.20
C -0.41 -3.46 -1.27
H 2.53 -4.25 1.83
H 2.30 -3.82 0.14
H 0.90 -4.09 1.18
H 1.77 -2.09 2.59
H 3.54 -1.62 0.15
H 4.11 -2.33 1.67
H 3.51 -0.68 1.64
H -1.30 -0.96 2.67
H -2.67 -2.35 0.32
H -2.79 -0.63 0.70
H -3.45 -1.82 1.82
H -1.11 -3.86 1.71
H -1.93 -3.29 3.16
H -0.17 -3.16 3.04
H -0.79 -1.41 -1.75
H 2.08 -2.45 -1.84
H 1.60 -0.80 -2.22
H 1.04 -2.13 -3.23
H 0.43 -4.11 -1.00
H -0.76 -3.78 -2.26
H -1.22 -3.63 -0.56
```

The charge is -2. For the HOMO energy (alpha / beta), the calculation gives -0.833 / -0.834 eV. As for the spin multiplicity: 2. The value obtained for the LUMO energy (alpha / beta) is 3.867 / 3.863 eV. Its expectation value of S² is 0.776.

4.
# C18H28F6N2O10

A cluster of 6 separate species, C18H28F6N2O10 in total in a non-equilibrium geometry (ωB97M-V with the def2-TZVPD basis set, the OMol25 dataset).

```
64
C18H28F6N2O10, DFT ωB97M-V with the def2-TZVPD basis set
C -0.06 -2.34 -1.97
C -1.42 -1.70 -2.48
O -1.45 -0.31 -2.22
C -2.64 0.34 -2.04
O -3.75 -0.16 -2.28
C -2.32 1.70 -1.41
F -1.08 1.86 -1.09
F -2.67 2.62 -2.34
F -3.13 1.88 -0.31
H 0.03 -2.35 -0.89
H 0.76 -1.76 -2.39
H 0.09 -3.32 -2.42
H -2.31 -2.21 -2.12
H -1.46 -1.81 -3.57
C 4.77 -0.04 2.24
C 4.12 0.06 0.77
O 4.23 -1.28 0.19
C 3.13 -2.07 0.15
O 2.08 -1.76 0.61
C 3.27 -3.37 -0.69
F 3.08 -4.40 0.15
F 2.48 -3.34 -1.74
F 4.52 -3.61 -1.21
H 4.64 0.89 2.79
H 5.86 -0.10 2.17
H 4.41 -0.90 2.81
H 4.66 0.84 0.23
H 3.08 0.34 0.90
C -0.72 -1.30 2.48
O -1.78 -0.93 1.64
C -3.01 -1.44 1.75
O -3.52 -2.12 2.71
O -3.64 -1.02 0.70
C -4.94 -1.37 0.49
H -0.43 -2.35 2.50
H -0.95 -0.95 3.49
H 0.21 -0.82 2.20
H -5.19 -1.24 -0.56
H -5.65 -0.71 1.00
H -5.13 -2.36 0.90
C 5.27 3.63 -1.68
O 4.23 3.04 -0.83
C 3.33 3.89 -0.37
O 3.45 5.09 -0.45
O 2.31 3.24 0.11
C 1.09 3.95 0.33
H 4.87 4.05 -2.60
H 6.15 3.02 -1.90
H 5.77 4.46 -1.18
H 0.37 3.35 0.89
H 0.64 3.99 -0.66
H 1.12 4.92 0.82
C -4.27 4.10 1.50
C -3.03 4.41 0.76
N -2.06 4.73 0.23
H -5.03 4.86 1.32
H -3.99 4.26 2.54
H -4.76 3.13 1.36
C -2.72 -4.86 -0.31
C -1.35 -4.88 0.10
N -0.26 -4.89 0.43
H -2.75 -4.74 -1.40
H -3.35 -4.05 0.07
H -3.24 -5.81 -0.20
```

The charge is -1. For the HOMO energy (alpha / beta), the calculation gives 0.235 / -4.840 eV. As for the spin multiplicity: 2. The value obtained for the LUMO energy (alpha / beta) is 2.379 / 2.378 eV. Its expectation value of S² is 0.753.

5.
# C18H28IrN9O4S2

A structure of composition C18H28IrN9O4S2 (ωB97M-V with the def2-TZVPD basis set, the OMol25 dataset).

```
62
C18H28IrN9O4S2, DFT ωB97M-V with the def2-TZVPD basis set
Ir 0.45 0.49 -0.23
N 3.93 -3.15 6.36
C 3.14 -2.50 5.53
C 3.68 -1.91 4.34
C 2.86 -1.22 3.50
C 1.50 -1.10 3.82
C 0.94 -1.68 4.97
C 1.75 -2.37 5.83
S 0.44 -0.11 2.76
O -0.82 -0.01 3.42
O 1.18 1.09 2.44
N 0.38 -0.87 1.33
C -0.40 -2.04 1.20
N -0.98 -2.20 0.03
C -1.70 -3.32 -0.12
C -1.83 -4.25 0.90
C -1.17 -3.96 2.09
N -0.43 -2.86 2.24
H 4.92 -3.25 6.19
H 3.58 -3.57 7.22
H 4.74 -2.02 4.13
H 3.25 -0.75 2.61
H -0.12 -1.56 5.16
H 1.35 -2.82 6.73
H -2.18 -3.47 -1.07
H -2.41 -5.15 0.79
H -1.22 -4.63 2.94
N -2.81 1.18 -0.48
C -2.12 2.10 0.19
N -2.76 3.04 0.89
O -0.84 2.12 0.18
H -3.82 1.16 -0.46
H -2.33 0.59 -1.15
H -3.76 3.12 0.91
H -2.21 3.67 1.45
S 2.51 1.36 -0.79
C 2.60 3.00 -0.21
N 3.32 3.92 -0.83
C 3.32 5.20 -0.10
C 2.41 4.88 1.11
N 2.04 3.47 0.88
H 3.82 3.74 -1.69
H 2.92 5.99 -0.72
H 4.33 5.46 0.20
H 1.52 5.51 1.14
H 2.93 4.97 2.06
H 1.56 2.87 1.54
C -1.40 0.80 -4.61
N -0.48 -0.31 -4.32
C -0.06 -1.12 -5.47
C -0.03 -0.55 -3.12
C 0.94 -1.67 -2.90
O -0.43 0.16 -2.13
H -2.30 0.39 -5.07
H -0.92 1.48 -5.32
H -1.65 1.33 -3.70
H -0.64 -0.82 -6.34
H -0.24 -2.18 -5.29
H 1.00 -0.96 -5.69
H 1.85 -1.52 -3.48
H 0.51 -2.62 -3.22
H 1.17 -1.75 -1.84
```

The charge is +3. For the HOMO energy (alpha / beta), the calculation gives -16.532 / -16.743 eV. As for the spin multiplicity: 6. The value obtained for the LUMO energy (alpha / beta) is -7.244 / -10.839 eV. Its expectation value of S² is 8.798.

6.
# C18H28IrNO5P2

A structure of composition C18H28IrNO5P2 in a non-equilibrium geometry (ωB97M-V with the def2-TZVPD basis set, the OMol25 dataset).

```
55
C18H28IrNO5P2, DFT ωB97M-V with the def2-TZVPD basis set
Ir 0.17 0.14 -0.01
P -1.97 -0.48 -0.62
C -2.10 0.18 -2.35
C -0.80 0.80 -2.78
N 0.31 0.69 -1.98
C 1.56 0.98 -2.43
C 1.70 1.76 -3.57
C 0.58 2.01 -4.35
C -0.66 1.49 -3.97
C 2.70 0.52 -1.56
P 2.15 -0.95 -0.55
H -1.56 1.60 -4.57
H 2.69 2.13 -3.78
H 0.67 2.63 -5.23
H 3.55 0.23 -2.18
H 3.05 1.29 -0.84
H -2.32 -0.75 -2.88
H -2.92 0.93 -2.41
H -1.07 -2.82 -3.78
O -1.58 -2.72 -4.59
H -2.47 -3.11 -4.43
H -0.23 -3.11 -0.99
O -0.07 -3.78 -1.65
H -0.25 -4.62 -1.18
C 2.68 -2.37 -1.58
H 3.54 -2.11 -2.21
H 2.95 -3.22 -0.92
H 1.87 -2.68 -2.25
C 3.32 -0.99 0.85
H 3.09 -1.89 1.44
H 4.36 -1.03 0.51
H 3.17 -0.09 1.46
C -2.93 0.86 0.15
H -3.87 0.98 -0.40
H -3.09 0.54 1.19
H -2.31 1.76 0.10
C -3.01 -1.96 -0.46
H -3.26 -2.05 0.61
H -3.94 -1.87 -1.04
H -2.54 -2.91 -0.77
O -0.41 3.62 3.21
C -0.27 2.64 4.11
C -0.46 2.89 5.47
C -0.26 1.88 6.39
C 0.10 0.57 6.02
C 0.25 0.28 4.67
C 0.09 1.33 3.75
C 0.12 0.97 2.37
O 0.14 -0.28 2.09
O 0.11 1.80 1.37
H -0.22 3.27 2.30
H -0.74 3.89 5.77
H -0.38 2.08 7.46
H 0.29 -0.24 6.75
H 0.49 -0.71 4.29
```

The charge is +2. For the HOMO energy (alpha / beta), the calculation gives -11.630 / -14.763 eV. As for the spin multiplicity: 5. The value obtained for the LUMO energy (alpha / beta) is -6.442 / -10.073 eV. Its expectation value of S² is 6.033.

7.
# C18H28N2O

A structure of composition C18H28N2O in a non-equilibrium geometry (ωB97M-V with the def2-TZVPD basis set, the OMol25 dataset).

```
49
C18H28N2O, DFT ωB97M-V with the def2-TZVPD basis set
C 4.44 2.89 0.45
C 4.27 1.43 0.09
C 3.03 1.11 -0.39
C 2.70 -0.36 -0.66
C 3.69 -1.43 -0.61
C 4.85 -0.94 0.06
C 5.03 0.37 0.45
H 6.06 0.84 0.52
C 5.94 -1.83 0.14
H 5.89 -2.40 1.19
H 5.91 -2.43 -0.52
H 6.87 -1.29 0.14
H 3.50 -2.47 -0.81
C 1.34 -0.73 -1.10
O 1.21 -1.72 -2.09
N 0.19 -0.23 -0.45
H 0.45 0.28 0.24
C -1.15 -0.63 -0.78
C -1.83 0.79 -1.25
H -1.82 0.99 -2.12
H -1.61 1.51 -0.68
C -3.54 0.62 -0.73
N -3.61 0.35 0.58
H -4.60 -0.05 0.87
C -2.62 -0.40 1.00
C -1.64 -1.36 0.29
H -2.31 -2.38 -0.12
H -0.87 -1.68 0.83
C -1.85 0.34 2.23
H -1.27 1.12 1.59
H -0.98 -0.06 2.59
H -2.44 0.85 2.71
C -3.31 -1.50 2.20
H -3.98 -2.36 1.58
H -2.66 -2.18 2.76
H -3.94 -0.79 2.90
C -4.10 1.88 -1.31
H -3.72 2.65 -0.21
H -4.00 2.23 -2.16
H -5.31 1.91 -0.85
C -3.98 -0.60 -1.65
H -5.26 -0.55 -1.35
H -3.69 -1.54 -1.67
H -4.00 -0.36 -2.83
H -1.15 -1.16 -1.82
H 2.25 1.68 -0.55
H 5.31 3.13 -0.19
H 3.65 3.35 0.18
H 4.67 3.12 1.31
```

For the HOMO energy, the calculation gives -8.633 eV. The value obtained for the LUMO energy is 0.285 eV.

8.
# C18H28N2O6S2

The molecule C18H28N2O6S2 in a non-equilibrium geometry (ωB97M-V with the def2-TZVPD basis set, the OMol25 dataset).

```
56
C18H28N2O6S2, DFT ωB97M-V with the def2-TZVPD basis set
C -0.83 3.94 1.50
C 0.20 4.18 2.60
O 1.53 3.91 2.15
C 1.90 2.65 1.98
O 1.22 1.69 2.27
C 3.27 2.60 1.33
C 3.96 1.24 1.42
C 3.26 0.18 0.57
C 3.05 0.69 -0.86
N 2.34 1.94 -0.79
S 1.24 2.29 -1.98
O 0.66 3.56 -1.63
O 1.80 2.14 -3.29
C 0.03 0.99 -1.74
C -0.35 0.62 -0.46
C -1.30 -0.37 -0.30
C -1.84 -0.98 -1.42
S -3.10 -2.25 -1.20
O -3.20 -3.01 -2.41
O -4.27 -1.59 -0.71
N -2.44 -3.17 0.04
C -3.35 -3.48 1.12
C -4.39 -4.54 0.77
C -1.59 -4.25 -0.43
C -0.29 -3.71 -1.00
C -1.47 -0.61 -2.70
C -0.52 0.39 -2.86
C 3.08 2.99 -0.15
H -0.47 4.33 0.55
H -1.03 2.88 1.38
H -1.76 4.45 1.76
H -0.01 3.55 3.47
H 0.22 5.22 2.90
H 3.89 3.37 1.81
H 4.99 1.35 1.08
H 3.99 0.91 2.46
H 3.85 -0.74 0.55
H 2.29 -0.04 1.01
H 4.02 0.82 -1.36
H 2.45 -0.01 -1.44
H 0.11 1.09 0.39
H -1.62 -0.69 0.68
H -3.86 -2.54 1.36
H -2.76 -3.79 1.99
H -5.08 -4.67 1.60
H -4.95 -4.21 -0.10
H -3.92 -5.49 0.56
H -1.37 -4.89 0.43
H -2.11 -4.84 -1.19
H -0.48 -3.17 -1.93
H 0.19 -3.03 -0.29
H 0.39 -4.53 -1.21
H -1.92 -1.11 -3.54
H -0.18 0.71 -3.84
H 4.06 3.13 -0.62
H 2.49 3.90 -0.24
```

For the HOMO energy, the calculation gives -9.605 eV. The SMILES is CCOC(=O)[C@H]1CCCN(S(=O)(=O)c2ccc(S(=O)(=O)N(CC)CC)cc2)C1. The value obtained for the LUMO energy is 0.162 eV.